ORCA calculation (wB97M-V/def2-TZVPD) on C15H22B2F8N7O5V2 as an isolated structure in a non-equilibrium geometry.

Element x y z (Å)
O -3.112842 0.232294 -1.902966
V -3.490091 -0.494458 -0.587285
O 0.634643 -0.068120 3.284702
V -0.804311 0.673488 3.016048
B -3.462723 2.162322 1.699198
F -4.819030 2.207767 1.870003
F -2.879102 1.746498 2.879128
F -3.166180 1.210424 0.730954
F -3.120347 3.413675 1.216977
B -0.269289 0.348657 -0.051241
F -0.678869 1.223165 0.903980
F -1.302917 -0.490158 -0.217298
F -0.038953 0.979524 -1.231284
F 0.860447 -0.336703 0.455707
O -3.964043 -2.013473 3.464205
C -3.152482 -1.642317 2.458297
O -2.060028 -1.100416 2.693533
O -3.592718 -1.612453 1.318790
H -3.374828 -1.874995 4.209353
C 2.979420 3.315638 3.381978
C 1.599847 2.962736 3.087817
N 0.521645 2.695262 2.834387
H 3.558987 2.413592 3.185679
H 3.038510 3.508661 4.453119
H 3.371441 4.163590 2.820375
C 3.724150 0.080766 1.081276
C 5.075260 -0.375800 0.860073
N 6.133377 -0.740417 0.705225
H 3.705564 0.993792 1.676372
H 3.252642 -0.581073 1.807750
H 3.181727 0.303435 0.162421
C 1.435506 -1.182038 -2.629758
C 2.837201 -1.490756 -2.442093
N 3.968180 -1.737644 -2.258261
H 1.326118 -0.145440 -2.948510
H 0.992825 -1.286043 -1.639138
H 1.048069 -1.931860 -3.319512
C 0.009585 -3.604607 0.906312
C -1.112125 -4.505063 0.741780
N -2.010772 -5.232255 0.617413
H 0.198233 -3.048634 -0.012067
H 0.961670 -4.062010 1.175417
H -0.283355 -2.920373 1.702627
C 2.784874 2.410635 -2.223455
C 2.588303 2.111936 -3.611466
N 2.449113 1.868638 -4.728069
H 1.840408 2.250048 -1.703542
H 3.095702 3.441761 -2.055353
H 3.446642 1.659431 -1.792352
C -1.207921 3.581834 -1.291138
C -1.534134 3.276993 -2.666731
N -1.749427 3.061710 -3.782935
H -0.144198 3.786272 -1.169496
H -1.440206 2.600908 -0.876476
H -1.828864 4.399118 -0.924298
C -2.663923 -4.882836 -2.802375
C -2.669916 -3.561867 -2.126553
N -2.694017 -2.583306 -1.555927
H -1.713062 -5.375664 -2.599689
H -2.800656 -4.734315 -3.873511
H -3.478755 -5.469475 -2.378117

Forces on atoms 1 to 3 (eV/Å):
O -1.3 -0.7 1.5
V 3.5 -0.3 -0.2
O -5.0 2.3 -0.5

For the total energy, the calculation gives -4081.04740 hartree. Its spin multiplicity is 3. The expectation value of S² is 2.18. As for the charge: +1. The LUMO energy (alpha / beta) is -7.132 / -6.435 eV.

***

ORCA calculation (wB97M-V/def2-TZVPD) on a 2-piece molecular cluster, C15H22Br2F3O2PS2 overall in a non-equilibrium geometry.

Element x y z (Å)
C -0.415783 -2.631754 1.791157
C -1.808733 -2.600493 0.890962
C -2.926089 -3.779006 1.284585
C -4.385586 -3.885644 0.494664
C -4.648684 -2.796559 -0.716714
C -3.530398 -1.616308 -1.098723
C -2.094886 -1.481172 -0.317297
C -0.941743 -0.344310 -0.575144
S -0.599655 0.045202 -2.376809
P -1.494774 1.968035 -2.737766
S -0.510090 3.266753 -1.614079
C 1.250415 0.319946 -2.479781
Br 2.267966 -1.427067 -2.272697
C 1.755487 1.181740 -3.780028
C 1.874638 0.222966 -5.130760
Br 3.673247 1.732193 -3.356983
H 0.476948 -2.598839 1.017529
H -0.397890 -1.625448 2.394341
H -0.337307 -3.594100 2.459010
H -2.705745 -4.552716 2.136167
H -5.131220 -4.723660 0.835932
H -5.701496 -2.889102 -1.269189
H -3.820196 -0.867502 -1.950352
H 0.109654 -0.641466 -0.095237
H -1.245485 0.682055 -0.059784
H -1.344306 2.434726 -4.117630
H -2.901462 2.020594 -2.319790
H 1.549163 0.957065 -1.516441
H 1.185011 2.187001 -3.965001
H 2.874969 -0.404551 -4.977482
H 0.916115 -0.449944 -5.143200
H 1.985098 0.932629 -6.056162
C 3.128705 2.441988 2.118017
C 3.067090 2.146604 3.603956
O 1.751331 2.220109 4.142374
C 0.850366 1.090365 3.968597
O 1.429597 -0.038631 4.365567
C 0.214217 1.002706 2.524891
F -0.061876 2.247332 2.038436
F -0.983315 0.349667 2.544103
F 0.978568 0.386482 1.591786
H 2.454987 3.260521 1.846801
H 4.148993 2.709432 1.824675
H 2.850097 1.567023 1.530233
H 3.631450 2.935087 4.114882
H 3.574655 1.207387 3.849186
H -0.012052 1.432661 4.559201

Forces on atoms 1 to 3 (eV/Å):
C -0.7 0.9 -1.4
C -2.4 -1.1 -0.8
C -1.5 2.8 -3.4

For the total energy, the calculation gives -7320.04221 hartree. Its spin multiplicity is 1. The LUMO energy is -2.584 eV.